# 1
A structure of composition C5H14N3S. Source: the OMol25 dataset; level of theory: ωB97M-V/def2-TZVPD.

As for the HOMO-LUMO gap (spin up / spin down): 8.91 / 8.91 eV. Its highest occupied orbital energy (spin up / spin down) is -12.4 / -12.4 eV. The maximum force is 4.2 eV/A.

```
! RIJCOSX wB97M-V def2-TZVPD def2/J DEFGRID3
* xyz 1 1
C -1.12 0.08 -0.02
C -1.58 2.57 -0.07
C 1.96 -0.55 -1.36
C 2.05 0.21 0.94
C -2.92 -1.97 0.80
N -0.78 1.31 -0.29
N 0.23 -1.18 0.14
N 1.45 -0.67 -0.04
S -2.69 -0.17 0.48
H -0.74 3.30 -0.12
H -2.22 2.60 0.92
H -2.38 2.58 -0.89
H 2.88 -0.05 -1.61
H 2.16 -1.61 -1.69
H 1.18 -0.08 -2.06
H 2.65 -0.27 1.69
H 2.55 1.05 0.54
H 1.18 0.62 1.51
H -1.93 -2.45 0.69
H -3.62 -2.34 -0.06
H -3.57 -2.10 1.68
H -0.05 -1.89 -0.52
H 0.26 1.58 -0.39
*
```

Here are the natural (NBO) charges for atoms 1 to 2, given in e:
1. C 0.181
2. C -0.447


# 2
The molecule C8H11FO. Source: the OMol25 dataset; level of theory: ωB97M-V/def2-TZVPD.

As for the HOMO-LUMO gap: 9.60 eV. Its highest occupied orbital energy is -8.8 eV. The maximum force is 5.1 eV/A. Its SMILES is CC1(C)C=CC=C[C@]1(O)F.

```
! RIJCOSX wB97M-V def2-TZVPD def2/J DEFGRID3
* xyz 0 1
C 1.85 -0.04 1.03
C 0.62 0.16 0.19
C 1.04 0.70 -1.16
C -0.32 1.18 0.78
C -1.61 1.40 0.48
C -2.38 0.40 -0.26
C -1.87 -0.78 -0.49
C -0.12 -1.21 0.00
O 0.48 -2.06 -0.97
F -0.18 -1.98 1.22
H 2.43 -0.91 0.59
H 1.59 -0.39 2.11
H 2.35 0.84 0.99
H 2.06 0.31 -1.45
H 0.88 1.82 -1.23
H 0.45 0.11 -1.90
H 0.23 1.98 1.53
H -2.05 2.20 0.94
H -3.36 0.74 -0.49
H -2.26 -1.58 -1.14
H 0.18 -2.89 -0.78
*
```

Here are the natural (NBO) charges for atoms 1 to 2, given in e:
1. C -0.587
2. C -0.213


# 3
A cluster of 2 separate species, CH4Cl2O in total. Source: the OMol25 dataset; level of theory: ωB97M-V/def2-TZVPD.

As for the HOMO-LUMO gap: 11.68 eV. Its highest occupied orbital energy is -10.9 eV. The maximum force is 1.7 eV/A. Its SMILES is ClCCl.O.

```
! RIJCOSX wB97M-V def2-TZVPD def2/J DEFGRID3
* xyz 0 1
Cl 0.00 0.00 0.00
C 1.68 -0.22 0.46
Cl 2.45 -1.57 -0.31
H 2.21 0.74 0.31
H 1.62 -0.40 1.55
O 0.85 -0.95 -3.20
H 0.69 -0.58 -4.10
H 0.19 -0.49 -2.63
*
```

Here are the natural (NBO) charges for atoms 1 to 2, given in e:
1. Cl -0.038
2. C -0.425


# 4
A structure of composition H22NeO11. Source: the OMol25 dataset; level of theory: ωB97M-V/def2-TZVPD.

As for the HOMO-LUMO gap: 9.92 eV. Its highest occupied orbital energy is -10.0 eV. The maximum force is 1.0 eV/A.

```
! RIJCOSX wB97M-V def2-TZVPD def2/J DEFGRID3
* xyz 0 1
Ne 0.13 -0.25 -0.10
O 3.48 1.06 -0.66
H 3.67 1.97 -0.88
H 2.58 1.06 -0.34
O 1.94 -3.62 -0.95
H 2.71 -3.05 -0.87
H 1.74 -3.62 -1.89
O 1.77 0.63 2.45
H 1.94 0.65 3.40
H 1.00 0.06 2.36
O 0.28 -1.75 2.30
H 0.78 -2.37 2.82
H 0.26 -2.14 1.42
O -2.57 1.08 0.00
H -2.15 0.94 -0.85
H -2.78 2.01 0.02
O -1.18 -1.85 -2.48
H -0.43 -2.25 -2.90
H -1.10 -0.92 -2.67
O -1.29 -3.12 0.08
H -0.78 -3.86 -0.25
H -1.41 -2.55 -0.68
O -0.12 2.59 1.51
H -0.33 3.07 2.31
H 0.47 1.89 1.80
O -1.59 0.87 -3.01
H -2.32 1.20 -3.53
H -0.86 1.45 -3.23
O 0.48 4.17 -0.95
H 1.42 4.23 -0.79
H 0.13 3.71 -0.19
O -2.18 -0.34 2.57
H -2.12 0.15 1.75
H -1.59 -1.08 2.46
*
```

Here are the natural (NBO) charges for atoms 1 to 2, given in e:
1. Ne -0.001
2. O -0.939


ΔE to the lowest compared entry with this formula, charge and spin list, top to bottom, in kcal per mole: 79.8, 66.6, 2.5, 18.5